# 1
A molecular structure, C3H4N2O3. Source: OMol25; level of theory: the ωB97M-V functional and the def2-TZVPD basis.

Results
relative energy (zero: lowest compared OMol25 entry of this formula, charge and spin): 5.403 eV
charge: 0
energy: -12293.5927 eV
E_LUMO: -0.2813 eV
gap between HOMO and LUMO: 9.59 eV

Last column: Löwdin charge in e.
Element x y z (Å)
1 O -1.27581 -1.07907 -1.34013  0.024
2 O 0.27386 0.20404 1.69161  0.104
3 O -2.00108 -1.22076 0.71067  0.096
4 N -1.31400 -0.79001 -0.16144  -0.314
5 N -1.01909 2.46077 -0.53451  0.202
6 C 1.19593 -0.41441 -0.51647  0.005
7 C -0.44533 1.52933 -0.19254  -0.155
8 C 0.19495 0.36992 0.36667  -0.341
9 H 2.04455 0.14391 -0.75871  0.071
10 H 0.16001 1.03394 2.16914  0.138
11 H 1.52155 -1.29872 -0.06913  0.070
12 H 0.66447 -0.93895 -1.36515  0.102

Atomic forces in eV per Å
-1.1 -0.1 0.7
0.5 0.4 -0.2
-0.3 0.1 0.0
1.9 0.6 0.0
-0.1 0.3 -0.2
-2.3 -0.2 -0.4
0.4 0.5 0.6
-1.2 -3.4 -2.0
1.1 1.0 -0.7
-0.4 0.0 0.1
0.7 -1.1 1.8
0.7 1.8 0.4

=====

# 2
5 unconnected molecules or ions with the total composition C5H15N5O10. Source: OMol25; level of theory: the ωB97M-V functional and the def2-TZVPD basis.

Results
relative energy (zero: lowest compared OMol25 entry of this formula, charge and spin): 1.747 eV
charge: 0
energy: -33338.0385 eV
SMILES: C[N+](=O)[O-].C[N+](=O)[O-].C[N+](=O)[O-].C[N+](=O)[O-].C[N+](=O)[O-]
E_LUMO: -0.3401 eV
gap between HOMO and LUMO: 10.48 eV

Last column: Löwdin charge in e.
Element x y z (Å)
1 O 15.35998 12.89798 -10.48399  0.033
2 O 10.17828 17.25278 -15.29028  0.050
3 O 10.31356 18.64743 -8.67975  0.068
4 O 9.49080 17.36491 -10.26515  0.026
5 O 14.66510 19.77564 -14.07951  0.028
6 O 13.72333 21.78757 -14.18899  0.058
7 O 6.48926 23.63577 -5.14171  0.099
8 O 13.71368 12.40753 -9.08648  0.020
9 O 10.35695 18.07802 -17.25756  0.084
10 O 5.59390 21.80054 -5.49432  0.044
11 N 13.82223 20.64950 -13.71546  -0.400
12 N 9.50052 18.39871 -9.54623  -0.421
13 N 5.78888 22.77782 -4.79942  -0.502
14 N 9.82899 18.01513 -16.17945  -0.467
15 N 14.22318 13.14475 -9.99215  -0.387
16 C 12.99083 20.19974 -12.55895  0.030
17 C 8.34901 19.34956 -9.72449  0.039
18 C 4.85820 22.99022 -3.67215  0.050
19 C 8.75851 18.96610 -15.84764  0.033
20 C 13.50980 14.38878 -10.39711  0.035
21 H 4.24430 23.81188 -4.04107  0.105
22 H 12.78590 19.16191 -12.82165  0.093
23 H 7.92556 18.32165 -15.56659  0.104
24 H 12.62072 14.09875 -10.95702  0.107
25 H 13.45801 20.27812 -11.57727  0.104
26 H 8.48132 20.20248 -9.05882  0.092
27 H 7.41070 18.89695 -9.40383  0.102
28 H 4.29091 22.06130 -3.61396  0.100
29 H 13.29802 14.89391 -9.45472  0.096
30 H 14.20781 15.11586 -10.81212  0.096
31 H 12.01600 20.68543 -12.60279  0.088
32 H 9.11765 19.71654 -15.14339  0.101
33 H 8.37364 19.73422 -10.74407  0.094
34 H 8.48163 19.51750 -16.74619  0.095
35 H 5.42143 23.34132 -2.80752  0.103

Atomic forces in eV per Å
-3.1 0.9 0.9
-0.4 0.2 -0.1
-0.2 -0.2 -0.6
0.2 2.4 1.4
-2.1 2.4 0.5
-0.1 -2.1 0.9
3.2 3.7 -0.2
1.0 2.4 -2.8
0.0 0.1 -0.8
-0.2 -1.4 0.2
2.6 -0.4 -0.7
-0.5 -1.9 -0.7
-2.7 -2.3 -0.8
1.2 -0.2 0.9
2.3 -2.8 1.6
-1.3 -0.6 -0.9
0.3 0.8 0.4
-0.1 0.1 -0.1
-0.8 0.3 -0.9
0.4 0.4 1.1
-0.2 -0.1 0.2
0.2 -0.1 0.4
0.0 0.5 0.6
0.2 0.3 0.0
0.3 0.3 -0.5
0.4 -0.2 0.0
0.2 -0.4 -0.6
0.1 0.3 0.6
-0.8 -0.4 0.1
0.0 -0.7 -0.9
0.3 0.5 0.2
-0.1 -0.6 0.4
-0.3 -0.5 0.0
0.1 -0.3 -0.1
-0.2 -0.4 0.0

=====

# 3
A molecular structure, C5H6OS2. Source: OMol25; level of theory: the ωB97M-V functional and the def2-TZVPD basis.

Results
relative energy (zero: lowest compared OMol25 entry of this formula, charge and spin): 3.277 eV
charge: 0
energy: -28996.6792 eV
E_LUMO: -0.0965 eV
gap between HOMO and LUMO: 8.37 eV

Last column: Löwdin charge in e.
Element x y z (Å)
1 S 1.44831 -0.10835 -0.06785  0.949
2 S -0.58827 -0.70231 -2.31561  0.557
3 O -0.03891 1.95418 0.22673  -0.181
4 C -0.11997 -0.43936 -0.69259  -1.026
5 C -1.10605 -0.41171 0.61279  -0.265
6 C -0.40099 -0.98710 1.84487  -0.105
7 C 0.61455 0.26170 1.64853  -0.357
8 C -0.58390 0.89364 1.12872  -0.483
9 H -0.89329 -0.81924 2.89699  0.154
10 H -0.94050 2.35461 -0.18945  0.173
11 H 1.39648 0.89097 2.29249  0.162
12 H -2.15727 -0.45437 0.43720  0.127
13 H -1.20201 1.46112 1.96819  0.196
14 H -0.07463 -1.99895 1.66218  0.100

Atomic forces in eV per Å
-0.3 -0.8 0.9
0.8 0.5 3.0
-5.8 1.1 -0.6
-1.7 -1.6 -0.9
1.1 1.3 -1.5
0.8 0.3 1.7
2.4 -1.2 0.1
-0.1 6.0 0.8
0.4 -0.6 -2.3
3.4 -0.9 1.2
-1.9 -2.0 -1.0
-0.5 -0.6 -0.4
0.9 -1.5 -1.6
0.5 -0.3 0.6

=====

# 4
A molecular structure, C6H13N4O2. Source: OMol25; level of theory: the ωB97M-V functional and the def2-TZVPD basis.

Results
relative energy (zero: lowest compared OMol25 entry of this formula, charge and spin): 7.423 eV
charge: +1
energy: -16475.4412 eV
E_LUMO: -3.2370 eV
gap between HOMO and LUMO: 9.63 eV

Last column: Löwdin charge in e.
Element x y z (Å)
1 O -1.86392 -0.46135 1.06909  -0.129
2 O -3.52933 -1.05469 -0.41773  0.096
3 N 3.09995 -0.72760 0.26898  0.101
4 N -0.51432 1.49023 0.11243  -0.169
5 N -2.26651 -1.28576 0.07033  -0.252
6 N 0.98686 -0.15415 -0.74990  0.060
7 C 2.12032 -0.31389 -0.23927  -0.192
8 C -0.54249 0.86343 1.21732  0.038
9 C 4.30658 -1.40157 0.58760  -0.047
10 C 0.33648 1.13080 -1.03161  -0.142
11 C -1.62207 -2.15618 -0.54689  0.166
12 C -1.60849 2.34186 -0.22951  -0.006
13 H -2.19985 1.87282 -0.98254  0.102
14 H -0.36636 1.04579 -1.88483  0.131
15 H 5.11616 -1.21792 -0.11651  0.100
16 H -1.30351 1.07054 2.04411  0.170
17 H -2.06920 2.52456 0.64101  0.062
18 H 0.11302 -0.00484 1.30679  0.119
19 H -0.60198 -2.27326 -0.30345  0.100
20 H 4.54570 -1.02090 1.52100  0.065
21 H 4.13921 -2.46292 0.62098  0.095
22 H 0.96390 2.00040 -1.34258  0.150
23 H -1.29286 3.29881 -0.63785  0.118
24 H -2.16083 -2.75039 -1.21324  0.112
25 H -3.78645 -0.35380 0.23626  0.153

Atomic forces in eV per Å
-2.9 -3.2 -1.9
0.0 1.2 1.7
-1.3 0.6 -0.9
0.7 1.2 -0.8
0.1 2.4 1.3
-0.4 1.5 -0.6
0.7 -0.9 0.0
-0.7 -1.6 1.4
-0.1 0.0 -1.2
0.6 -0.9 -0.3
1.2 -0.6 0.5
1.7 0.8 -2.3
-0.8 -0.5 -0.3
0.4 -0.5 0.4
-0.2 0.2 -0.1
1.9 0.6 -1.1
-2.4 0.8 2.8
0.5 1.1 0.5
0.8 -0.3 0.2
1.1 0.3 1.9
-0.2 -0.4 0.1
0.0 -0.7 0.7
0.3 0.0 -0.1
-0.5 -0.7 -1.2
-0.5 -0.6 -0.7

=====

# 5
C6H5FO in the gas phase. Source: OMol25; level of theory: the ωB97M-V functional and the def2-TZVPD basis.

Results
relative energy (zero: lowest compared OMol25 entry of this formula, charge and spin): 0.971 eV
charge: 0
energy: -11065.8922 eV
SMILES: O=C1C=C[C@@]2(F)C[C@@H]12
E_LUMO: 0.1321 eV
gap between HOMO and LUMO: 9.83 eV

Last column: Löwdin charge in e.
Element x y z (Å)
1 F -2.15605 -0.93463 -0.27553  0.051
2 O 1.60206 1.96799 -0.64292  0.117
3 C 1.15849 -0.32938 -1.11146  0.038
4 C 0.16658 -1.10277 -0.72250  0.012
5 C -0.53882 0.05536 1.32205  0.007
6 C -0.88818 -0.42876 -0.05042  -0.430
7 C -0.43457 0.93936 0.14988  -0.107
8 C 0.87787 1.01356 -0.58978  -0.358
9 H 0.25640 -2.17051 -0.79726  0.132
10 H -1.11260 1.75391 0.32272  0.160
11 H -1.39335 0.28165 1.96728  0.125
12 H 0.34504 -0.40159 1.83759  0.142
13 H 2.11714 -0.64419 -1.40966  0.112

Atomic forces in eV per Å
0.3 0.7 -0.1
0.3 0.5 0.0
-0.3 0.6 0.8
1.3 -2.1 -1.1
0.9 -2.0 1.7
-2.0 -0.8 1.6
-0.6 1.8 -0.7
0.1 0.9 0.1
-0.5 -0.4 -0.1
0.1 0.5 -0.9
0.4 -0.1 -0.2
-0.8 0.6 -0.5
0.9 -0.2 -0.7